Entry 1:
Molecular formula: C4H5N3S
Method: DFT, ωB97M-V with the def2-TZVPD basis set

Each line ends with the natural charge from an NBO analysis.
Element x y z (Å)
C1 -0.870 -1.302 -0.303  0.28
C2 0.761 0.589 -0.260  0.05
C3 1.990 0.124 -0.037  -0.32
C4 0.446 1.752 -1.078  0.23
H1 -1.141 0.627 2.276  0.10
H2 -0.228 -1.665 -1.077  0.18
H3 -2.368 -1.479 0.790  0.34
H4 2.102 -0.682 0.660  0.22
H5 2.815 0.576 -0.518  0.22
N1 -0.422 -0.067 0.199  -0.62
N2 -1.835 -2.019 0.114  -0.64
N3 0.248 2.649 -1.771  -0.27
S1 -1.499 0.897 1.005  0.23

SMILES string = [H]/N=C\N(S)C(=C)C#N
HOMO level = -9.87 eV
energy above the lowest of the compared OMol25 structures with the same formula, charge and spin = 55.3 kcal per mole
molar mass = 127.2 g/mol
lowest unoccupied orbital energy = 0.013 eV
total charge = 0

=====

Entry 2:
Molecular formula: C43H64CdN9O5SSi4Te
Method: DFT, ωB97M-V with the def2-TZVPD basis set

Each line ends with the natural charge from an NBO analysis.
Element x y z (Å)
Cd1 0.744 -0.135 0.115  1.59
O1 -3.312 -1.624 -0.951  -0.73
C1 -2.413 -0.851 -0.568  0.57
N1 -1.379 -1.125 0.196  -0.75
C2 -1.202 -2.528 0.535  -0.29
C3 -0.550 -3.153 -0.662  0.24
C4 -1.289 -3.846 -1.618  -0.26
C5 -0.653 -4.294 -2.759  -0.19
C6 0.700 -4.028 -2.918  -0.23
C7 1.350 -3.327 -1.914  0.02
N2 0.748 -2.906 -0.815  -0.46
C8 -2.507 0.591 -1.001  0.14
C9 -3.752 1.112 -1.357  -0.22
C10 -3.833 2.404 -1.836  -0.19
C11 -2.662 3.138 -1.966  -0.26
C12 -1.473 2.540 -1.575  0.02
N3 -1.399 1.313 -1.098  -0.43
H1 -0.540 -2.590 1.405  0.22
H2 -2.170 -3.009 0.738  0.20
H3 -2.345 -3.996 -1.467  0.24
H4 -1.204 -4.840 -3.514  0.21
H5 1.236 -4.360 -3.794  0.20
H6 2.404 -3.086 -1.983  0.20
H7 -4.619 0.480 -1.252  0.24
H8 -4.786 2.833 -2.121  0.21
H9 -2.674 4.147 -2.351  0.21
H10 -0.524 3.058 -1.666  0.20
C13 4.021 8.072 -0.052  -0.62
C14 3.722 6.604 -0.137  -0.02
C15 2.428 6.134 -0.324  -0.24
C16 2.167 4.772 -0.364  -0.13
C17 3.206 3.872 -0.224  -0.33
C18 4.501 4.330 -0.063  -0.18
C19 4.760 5.685 -0.022  -0.22
S1 2.927 2.087 -0.044  2.33
O2 2.299 2.017 1.256  -0.99
O3 4.241 1.504 -0.177  -0.96
N4 1.879 1.568 -1.107  -1.03
C20 2.114 1.571 -2.428  0.17
C21 3.112 2.303 -3.063  -0.25
C22 3.178 2.376 -4.450  -0.19
C23 2.260 1.739 -5.250  -0.26
C24 1.278 0.920 -4.663  -0.10
C25 0.321 0.195 -5.403  -0.14
C26 -0.574 -0.610 -4.750  -0.27
C27 -0.486 -0.719 -3.356  0.05
N5 0.381 -0.053 -2.639  -0.45
C28 1.228 0.790 -3.248  0.19
H11 3.111 8.664 -0.019  0.21
H12 4.613 8.387 -0.911  0.22
H13 4.599 8.292 0.844  0.21
H14 1.618 6.844 -0.428  0.20
H15 1.162 4.397 -0.492  0.21
H16 5.280 3.591 0.034  0.25
H17 5.773 6.038 0.112  0.20
H18 3.839 2.826 -2.461  0.21
H19 3.962 2.965 -4.905  0.20
H20 2.291 1.844 -6.325  0.20
H21 0.313 0.285 -6.482  0.20
H22 -1.338 -1.160 -5.279  0.21
H23 -1.161 -1.369 -2.820  0.21
N6 -0.765 1.694 1.664  -0.84
C29 -0.243 1.879 2.999  -0.19
C30 -1.071 2.836 3.888  -0.41
C31 -2.573 2.546 3.958  -0.41
C32 -2.909 1.212 4.641  -0.24
N7 -2.147 1.000 5.844  -0.60
C33 -2.476 1.391 7.008  0.61
N8 -1.696 0.987 8.066  -0.82
N9 -3.558 2.188 7.330  -0.83
C34 0.096 0.501 3.577  0.80
O4 0.208 0.409 4.912  -0.75
O5 0.363 -0.428 2.864  -0.58
H24 -0.909 2.576 1.189  0.37
H25 -1.616 1.142 1.646  0.38
H26 0.755 2.335 2.877  0.26
H27 -0.949 3.846 3.483  0.21
H28 -0.657 2.845 4.897  0.21
H29 -2.994 2.530 2.949  0.21
H30 -3.059 3.362 4.504  0.19
H31 -2.637 0.389 3.972  0.21
H32 -3.998 1.168 4.804  0.17
H33 -0.631 0.736 5.358  0.50
H34 -0.847 0.518 7.785  0.41
H35 -1.580 1.630 8.833  0.38
H36 -4.287 2.192 6.633  0.39
H37 -3.898 2.119 8.276  0.39
C35 0.591 -5.736 1.113  -1.08
Si1 1.788 -4.986 2.429  1.24
C36 0.679 -4.580 3.950  -1.09
C37 2.758 -6.567 2.961  -1.09
Si2 3.349 -3.252 1.935  -0.19
Te1 3.062 -0.883 1.077  -0.62
Si3 4.466 -2.822 4.020  1.25
C38 3.394 -1.829 5.267  -1.09
C39 5.122 -4.313 5.063  -1.09
C40 6.010 -1.729 3.704  -1.10
Si4 4.984 -4.330 0.542  1.23
C41 6.314 -5.404 1.437  -1.09
C42 6.032 -3.072 -0.462  -1.10
C43 4.229 -5.536 -0.766  -1.09
H38 0.225 -6.720 1.404  0.22
H39 1.102 -5.851 0.162  0.23
H40 -0.273 -5.103 0.938  0.23
H41 -0.098 -5.321 4.130  0.22
H42 0.195 -3.618 3.822  0.24
H43 1.288 -4.516 4.847  0.22
H44 2.116 -7.328 3.400  0.22
H45 3.524 -6.322 3.687  0.23
H46 3.255 -7.014 2.107  0.22
H47 2.626 -2.449 5.718  0.22
H48 2.891 -1.022 4.745  0.25
H49 3.975 -1.389 6.074  0.22
H50 4.298 -4.889 5.470  0.22
H51 5.744 -3.996 5.898  0.22
H52 5.716 -4.980 4.449  0.22
H53 5.719 -0.901 3.065  0.25
H54 6.788 -2.279 3.187  0.22
H55 6.446 -1.316 4.609  0.22
H56 6.900 -4.791 2.112  0.22
H57 7.002 -5.884 0.746  0.22
H58 5.844 -6.182 2.029  0.22
H59 6.792 -2.624 0.171  0.23
H60 5.396 -2.260 -0.806  0.25
H61 6.532 -3.498 -1.328  0.22
H62 3.857 -6.438 -0.290  0.22
H63 4.941 -5.840 -1.531  0.22
H64 3.388 -5.071 -1.269  0.23

HOMO level = -3.75 eV
energy above the lowest of the compared OMol25 structures with the same formula, charge and spin = 19.9 kcal per mole
molar mass = 1171.5 g/mol
lowest unoccupied orbital energy = 1.898 eV
total charge = -1

=====

Entry 3:
Molecular formula: C3H7NO2
Method: DFT, ωB97M-V with the def2-TZVPD basis set

Each line ends with the natural charge from an NBO analysis.
Element x y z (Å)
C1 0.814 0.211 -0.679  -0.04
C2 1.581 -1.014 -0.262  -0.65
N1 -0.866 0.420 0.560  -0.50
C3 -2.155 0.873 0.751  0.54
O1 -0.766 -0.378 -0.623  -0.39
O2 -2.666 1.907 0.349  -0.48
H1 -0.311 0.400 1.412  0.38
H2 -2.893 0.065 0.931  0.08
H3 0.803 0.371 -1.755  0.20
H4 1.184 1.129 -0.218  0.21
H5 2.622 -0.928 -0.595  0.22
H6 1.506 -1.139 0.821  0.21
H7 1.147 -1.917 -0.693  0.23

SMILES string = CCONC=O
HOMO level = -8.60 eV
energy above the lowest of the compared OMol25 structures with the same formula, charge and spin = 142.7 kcal per mole
molar mass = 89.1 g/mol
lowest unoccupied orbital energy = 0.614 eV
total charge = 0

=====

Entry 4:
Molecular formula: C5H12N2
Method: DFT, ωB97M-V with the def2-TZVPD basis set

Each line ends with the natural charge from an NBO analysis.
Element x y z (Å)
C1 -1.386 1.366 0.714  0.00
C2 -0.418 2.164 0.283  -0.52
C3 0.719 -1.396 0.433  -0.47
C4 0.156 -1.805 -0.919  -0.60
N1 -2.342 0.778 -0.081  -0.81
C5 1.667 -0.248 0.343  0.17
N2 2.077 0.173 -0.763  -0.65
H1 -1.545 1.217 1.774  0.19
H2 -2.724 -0.099 0.241  0.38
H3 -2.119 0.771 -1.069  0.37
H4 2.719 0.962 -0.728  0.34
H5 -0.249 2.338 -0.767  0.19
H6 0.241 2.662 0.968  0.20
H7 -0.081 -1.122 1.132  0.21
H8 1.263 -2.238 0.884  0.22
H9 1.956 0.170 1.319  0.15
H10 0.968 -2.080 -1.592  0.22
H11 -0.376 -0.964 -1.364  0.21
H12 -0.526 -2.650 -0.806  0.20

SMILES string = [H]/N=C/CC.C=CN
HOMO level = -8.26 eV
energy above the lowest of the compared OMol25 structures with the same formula, charge and spin = 33.0 kcal per mole
molar mass = 100.2 g/mol
lowest unoccupied orbital energy = 1.031 eV
total charge = 0

=====

Entry 5:
Molecular formula: CH2FN5
Method: DFT, ωB97M-V with the def2-TZVPD basis set

Each line ends with the natural charge from an NBO analysis.
Element x y z (Å)
C1 1.689 1.434 1.519  0.37
N1 2.716 1.678 2.007  -0.32
N2 0.662 1.155 0.693  -0.29
N3 0.175 0.026 0.515  0.11
N4 -1.029 -1.383 -0.771  -0.52
N5 -0.688 -0.214 -0.337  0.28
F1 -1.201 0.885 -1.593  -0.42
H1 -0.352 -1.987 -0.969  0.37
H2 -1.972 -1.595 -1.064  0.41

HOMO level (spin up / spin down) = -10.07 / -10.07 eV
energy above the lowest of the compared OMol25 structures with the same formula, charge and spin = 31.0 kcal per mole
molar mass = 103.1 g/mol
lowest unoccupied orbital energy (spin up / spin down) = -1.715 / -1.719 eV
total charge = 0

=====

Entry 6:
Molecular formula: C2H6NO3
Method: DFT, ωB97M-V with the def2-TZVPD basis set

Each line ends with the natural charge from an NBO analysis.
Element x y z (Å)
O1 1.455 -0.538 1.585  -0.77
C1 0.758 -0.574 0.553  0.74
O2 -0.379 -1.096 0.451  -0.84
C2 1.388 -0.011 -0.809  -0.35
N1 0.330 0.705 -1.553  -0.85
H1 2.126 0.702 -0.443  0.19
H2 1.668 -0.869 -1.392  0.19
H3 0.090 1.528 -1.016  0.33
H4 -0.499 0.131 -1.353  0.37
H5 -2.231 0.547 0.748  0.47
H6 -2.062 -0.639 1.697  0.50
O3 -2.643 0.114 1.532  -0.98

HOMO level = -4.11 eV
energy above the lowest of the compared OMol25 structures with the same formula, charge and spin = 13.4 kcal per mole
molar mass = 92.1 g/mol
lowest unoccupied orbital energy = 4.319 eV
total charge = -1